Record 1
Molecular formula: C4H5O3
Method: DFT, ωB97M-V/def2-TZVPD

```
12
Properties=species:S:1:pos:R:3
C -0.85700 -2.57471 -0.70242
C -0.23130 0.24576 0.68515
C 0.68525 -0.79672 0.07903
C -1.11431 0.35316 -1.45910
O -1.75228 -2.92281 -1.26403
O -1.11016 0.91742 -0.30715
O -0.07220 -2.12616 0.06581
H -0.71493 -0.15276 1.49432
H 0.51242 1.06575 1.13982
H 1.04908 -0.52045 -0.85108
H 1.53477 -1.07936 0.57653
H -1.94460 0.96074 -2.01058
```

- charge = +1
- max |F| (eV/Å) = 5.03
- orbital gap (eV) = 9.0134
- energy relative to the best compared isomer or geometry (same formula, charge and spin) (kJ/mol) = 400.65

Record 2
Molecular formula: C4H5O3
Method: DFT, ωB97M-V/def2-TZVPD

```
12
Properties=species:S:1:pos:R:3
C -2.20967 0.34092 0.06474
C -1.76129 -0.93451 -0.03430
C -0.11425 0.41044 -0.02557
C 2.24904 0.16000 0.05600
O -1.16821 1.14670 0.08399
O -0.39114 -0.87266 -0.06829
O 1.12223 1.02038 -0.12896
H -3.12505 0.86350 0.11405
H -2.11592 -1.97509 -0.09768
H 2.04211 -0.86610 -0.18999
H 2.52969 0.24027 1.07012
H 2.94245 0.46616 -0.84411
```

- charge = +1
- max |F| (eV/Å) = 5.75
- orbital gap (eV) = 11.1065
- energy relative to the best compared isomer or geometry (same formula, charge and spin) (kJ/mol) = 86.53

Record 3
Molecular formula: C4H5O4
Method: DFT, ωB97M-V/def2-TZVPD

```
13
Properties=species:S:1:pos:R:3
O 2.63445 -0.26470 -0.32651
C 2.03254 0.49119 0.45980
O 2.52091 1.57183 0.94129
C 0.54891 0.00838 0.85984
C -0.26323 0.05423 -0.42413
C -1.74219 -0.34481 -0.34844
O -2.29469 -0.80499 0.77432
O -2.30476 0.08385 -1.61526
H 0.62533 -1.03046 1.08845
H 0.12981 0.53762 1.65583
H 0.32766 -0.55055 -1.10243
H -0.24570 1.28934 -0.69169
H -1.96903 -1.04092 -1.27106
```

- charge = -1
- max |F| (eV/Å) = 7.65
- orbital gap (eV) = 6.0942
- energy relative to the best compared isomer or geometry (same formula, charge and spin) (kJ/mol) = 470.77

Record 4
Molecular formula: C4H5O6Y
Method: DFT, ωB97M-V/def2-TZVPD

```
16
Properties=species:S:1:pos:R:3
O -1.63969 2.27703 0.77350
C -1.57477 1.57159 -0.26685
O -2.60428 1.11197 -0.82044
O -0.36013 1.38819 -0.78338
Y -4.10913 2.41368 0.67397
C 0.60789 0.49188 -0.27904
C 1.21996 0.27986 1.06107
H 1.44249 0.74541 -0.94876
H 0.06357 0.33973 1.39891
H 1.86827 1.12658 1.31010
O 1.98080 -1.81786 -0.05898
C 0.92200 -1.92928 -0.66983
O 0.10890 -0.92350 -0.85322
O 0.26015 -3.07500 -0.71000
H 0.36691 -3.47071 -1.58497
H 1.44705 -0.52960 1.75792
```

- charge = +1
- max |F| (eV/Å) = 7.55
- 2S+1 = 2
- orbital gap (alpha / beta) (eV) = 6.6222 / 6.3998
- expectation value of S² = 0.751
- energy relative to the best compared isomer or geometry (same formula, charge and spin) (kJ/mol) = 305.90

Record 5
Molecular formula: C4H5OP
Method: DFT, ωB97M-V/def2-TZVPD

```
11
Properties=species:S:1:pos:R:3
O 0.58109 -0.32288 3.58739
P -0.34847 0.47892 2.80919
C 0.32518 0.56423 0.93157
C 0.50777 -0.92376 0.65217
C -0.26067 -0.90141 -0.43749
C -0.62360 0.66091 -0.26565
H 1.31568 1.23568 0.91394
H 0.98632 -1.74863 1.15244
H -0.60953 -1.47805 -1.27257
H -0.16764 1.29156 -1.06114
H -1.66221 0.80214 -0.17867
```

- charge = 0
- max |F| (eV/Å) = 3.71
- orbital gap (eV) = 7.9963
- energy relative to the best compared isomer or geometry (same formula, charge and spin) (kJ/mol) = 139.51

Record 6
Molecular formula: C4H5OP
Method: DFT, ωB97M-V/def2-TZVPD

```
11
Properties=species:S:1:pos:R:3
C -1.36421 0.40450 -0.45484
C -0.37662 1.20945 -0.06640
C -0.64900 -0.85749 -0.17632
C 0.53079 -0.06290 0.45054
O 3.21005 0.12951 0.45428
P 2.19037 -0.40078 -0.43725
H -2.22833 0.58599 -0.99620
H -0.45613 2.16878 0.17757
H -1.08236 -1.55917 0.62707
H -0.31159 -1.27917 -1.11830
H 0.53703 -0.33872 1.53987
```

- charge = 0
- max |F| (eV/Å) = 5.16
- 2S+1 = 3
- orbital gap (alpha / beta) (eV) = 8.0924 / 7.7533
- expectation value of S² = 2.010
- energy relative to the best compared isomer or geometry (same formula, charge and spin) (kJ/mol) = 117.94

Record 7
Molecular formula: C4H6
Method: DFT, ωB97M-V/def2-TZVPD

```
10
Properties=species:S:1:pos:R:3
C -1.01213 1.01570 0.00669
C -0.40656 -0.27753 0.41932
C 0.77858 -0.82896 0.03995
C 1.93155 -0.13046 -0.44705
H -1.94546 0.75835 -0.51616
H -0.36729 1.57281 -0.67284
H -1.30223 1.63666 0.86288
H -1.06640 -0.92940 0.99596
H 0.78587 -1.90991 0.19013
H 2.60407 -0.90726 -0.87889
```

- charge = 0
- max |F| (eV/Å) = 0.79
- orbital gap (alpha / beta) (eV) = 7.3967 / 7.5976
- energy relative to the best compared isomer or geometry (same formula, charge and spin) (kJ/mol) = 313.03

Record 8
Molecular formula: C4H6AgClO2
Method: DFT, ωB97M-V/def2-TZVPD

```
14
Properties=species:S:1:pos:R:3
Ag -0.01264 -0.35470 5.15608
Cl -1.85769 -0.18406 3.17030
O -0.08041 -2.54690 -0.98686
C 0.08684 -1.36702 -0.90717
O 1.28718 -0.80702 -1.16904
C 1.21770 0.60439 -1.14785
C 0.00459 0.93188 -0.25005
C -0.89938 -0.28576 -0.47569
H 1.14786 1.05437 -2.14463
H 2.14360 1.04203 -0.76825
H -0.51571 1.83815 -0.54163
H 0.41741 0.91386 0.75950
H -1.71106 -0.15385 -1.18107
H -1.22828 -0.68537 0.48634
```

- charge = +1
- max |F| (eV/Å) = 1.50
- 2S+1 = 2
- orbital gap (alpha / beta) (eV) = 5.7200 / 2.9902
- expectation value of S² = 0.753
- energy relative to the best compared isomer or geometry (same formula, charge and spin) (kJ/mol) = 52.46

Record 9
Molecular formula: C4H6B2F8K3O3
Method: DFT, ωB97M-V/def2-TZVPD

```
26
Properties=species:S:1:pos:R:3
K -2.69306 1.20802 2.63401
K 1.79250 1.67478 2.95790
K -2.09740 -3.21573 1.40235
B -3.97766 -1.84205 3.63107
F -5.12899 -1.54812 4.36457
F -3.95580 -3.11427 3.23537
F -4.09209 -1.06134 2.51982
F -2.81383 -1.47656 4.26852
B -0.22226 -0.34730 1.41464
F 0.04331 -0.60122 0.00512
F -0.26030 0.95547 1.55507
F -1.39403 -0.89332 1.82739
F 0.83481 -0.71388 2.19318
C 1.47356 1.54127 -3.90820
C 1.29706 0.95272 -2.47380
C 2.12981 -0.34974 -2.22877
O 2.94843 0.06001 -1.13495
C 2.52740 1.27499 -0.69473
O 2.82815 1.84216 0.34135
O 1.78669 1.81459 -1.58586
H 1.06105 2.54286 -4.02970
H 1.16677 0.82868 -4.67383
H 2.54216 1.53360 -4.12299
H 0.26247 0.72655 -2.21575
H 2.59224 -0.68887 -3.15574
H 1.34901 -1.10332 -2.12605
```

- charge = +1
- max |F| (eV/Å) = 5.43
- orbital gap (eV) = 10.0307
- energy relative to the best compared isomer or geometry (same formula, charge and spin) (kJ/mol) = 0.00

Record 10
Molecular formula: C4H6B4F16N2Ni
Method: DFT, ωB97M-V/def2-TZVPD

```
33
Properties=species:S:1:pos:R:3
Ni 0.44829 0.25742 -0.20119
B 1.41055 2.24127 2.36309
F 1.34310 1.41258 1.20104
F 0.18122 2.84623 2.63332
F 1.82539 1.53627 3.46631
F 2.34842 3.25556 2.09535
B -2.30096 -1.15020 -1.63290
F -1.01192 -0.85097 -1.04555
F -2.34030 -2.54834 -1.82070
F -3.27600 -0.71966 -0.76533
F -2.33767 -0.58761 -2.91018
B 2.07483 0.51055 -2.20897
F 1.81852 1.45101 -1.21810
F 3.33524 -0.05309 -1.97977
F 1.05283 -0.41709 -2.16627
F 2.04299 1.09213 -3.49254
B -1.08445 -0.54202 2.91132
F -1.89538 -1.69601 3.02294
F -0.47903 -0.45120 1.60565
F -1.92614 0.56267 3.08511
F -0.16791 -0.60532 3.95075
C 2.77050 -3.90413 -0.03253
C 2.23953 -2.55757 0.06245
N 1.84746 -1.49303 0.17390
H 2.21427 -4.35821 -0.85197
H 2.64747 -4.39879 0.92917
H 3.83737 -3.86606 -0.24782
C -3.17490 2.69151 -1.37534
C -1.97555 2.10437 -0.76575
N -1.04025 1.70415 -0.25261
H -3.63710 2.05599 -2.12706
H -2.88114 3.64007 -1.82170
H -3.90927 2.83755 -0.58411
```

- charge = -2
- max |F| (eV/Å) = 2.81
- 2S+1 = 3
- orbital gap (alpha / beta) (eV) = 9.9055 / 9.9050
- expectation value of S² = 2.003
- energy relative to the best compared isomer or geometry (same formula, charge and spin) (kJ/mol) = 0.00

Record 11
Molecular formula: C4H6BNO
Method: DFT, ωB97M-V/def2-TZVPD

```
13
Properties=species:S:1:pos:R:3
H -3.65596 1.13066 1.46863
N -3.11196 0.55142 0.80404
B -2.29882 0.09668 -0.02946
O -1.50174 -0.61013 -0.86292
C -0.60580 -1.57654 -0.44084
C 0.43818 -1.22896 0.38706
C 0.76442 0.19574 0.77072
C 1.19844 1.15702 -0.02328
H -0.71378 -2.53302 -0.84579
H 1.12020 -1.99494 0.78641
H 1.11109 0.24375 1.86844
H 1.79560 1.97368 0.35082
H 1.15032 1.15250 -1.12279
```

- charge = 0
- max |F| (eV/Å) = 4.42
- orbital gap (eV) = 9.8179
- energy relative to the best compared isomer or geometry (same formula, charge and spin) (kJ/mol) = 210.89

Record 12
Molecular formula: C4H6BNO
Method: DFT, ωB97M-V/def2-TZVPD

```
13
Properties=species:S:1:pos:R:3
H 3.29102 -2.28666 0.05075
N 2.79786 -1.45220 -0.02009
B 2.56333 -0.22623 -0.08496
O 2.31323 1.07122 0.12036
C 1.10680 1.71241 -0.02030
C -0.10832 1.18391 -0.04102
C -0.48146 -0.17333 -0.20794
C -1.71819 -0.66591 0.10733
H 1.23206 2.73556 0.10840
H -0.85654 2.03420 -0.01745
H 0.15651 -0.99531 -0.45394
H -1.81553 -1.71846 -0.19572
H -2.44766 0.01258 0.40699
```

- charge = 0
- max |F| (eV/Å) = 3.81
- orbital gap (eV) = 9.2995
- energy relative to the best compared isomer or geometry (same formula, charge and spin) (kJ/mol) = 199.69

Record 13
Molecular formula: C4H6BeN2O3S4
Method: DFT, ωB97M-V/def2-TZVPD

```
20
Properties=species:S:1:pos:R:3
Be 0.01757 0.43592 0.62838
N -0.58871 -1.21493 0.05260
C -1.25058 -0.87697 -1.21476
C -0.35664 0.16559 -1.89759
O -0.13210 0.15103 -3.11900
N 0.10936 0.98698 -0.96995
C 1.34993 1.69183 -1.15656
C 2.21739 1.31880 0.06844
O 3.39809 1.65608 0.12440
O 1.58509 0.63992 0.96608
H 0.24695 -1.76349 -0.13525
H -1.16784 -1.81914 0.65474
H -2.21459 -0.41583 -0.98824
H -1.39733 -1.74087 -1.86887
H 1.21381 2.77920 -1.17764
H 1.85829 1.38285 -2.07368
S -1.45624 1.22947 1.89970
S -1.07934 0.19612 3.66943
S -0.41957 -1.74661 3.44013
S -1.93355 -3.05595 3.09764
```

- charge = -2
- max |F| (eV/Å) = 0.72
- orbital gap (eV) = 5.8290

Record 14
Molecular formula: C4H6Br2N2
Method: DFT, ωB97M-V/def2-TZVPD

```
14
Properties=species:S:1:pos:R:3
C 0.84250 1.01766 -0.92098
C 1.90848 0.60792 -0.01704
C 0.41799 0.77336 -3.32397
C 1.72308 0.97604 1.45095
N 1.04855 0.93566 -2.17485
N 2.54866 -0.41101 -0.44999
Br -2.16794 1.40778 -2.73066
Br 3.23254 -1.48655 0.73498
H -0.07186 1.54266 -0.70540
H 0.39167 -0.30182 -3.48816
H 0.51923 1.53455 -4.11715
H 1.89222 2.05111 1.69623
H 2.53004 0.43374 2.06420
H 0.80340 0.79315 1.79528
```

- charge = 0
- max |F| (eV/Å) = 5.72
- orbital gap (eV) = 7.5818
- energy relative to the best compared isomer or geometry (same formula, charge and spin) (kJ/mol) = 367.64

Record 15
Molecular formula: C4H6Br2O
Method: DFT, ωB97M-V/def2-TZVPD

```
13
Properties=species:S:1:pos:R:3
C 0.60960 -0.72395 -0.11944
C -0.49426 -0.40311 0.53793
C -0.40819 0.52211 1.78329
Br -2.23528 -0.92480 -0.05234
H 0.61804 -1.42633 -0.91708
H 1.44589 -0.15030 0.17985
H 0.55096 1.03574 1.61087
H -1.09560 1.21544 1.68764
H -0.44415 0.01875 2.65441
O 0.34956 2.66152 -0.68591
C -0.22247 1.92300 -1.41574
Br 0.36484 1.11331 -3.03658
H -1.16288 1.34734 -1.23942
```

- charge = 0
- max |F| (eV/Å) = 6.03
- orbital gap (eV) = 10.1729
- energy relative to the best compared isomer or geometry (same formula, charge and spin) (kJ/mol) = 145.49

Record 16
Molecular formula: C4H6Br2O
Method: DFT, ωB97M-V/def2-TZVPD

```
13
Properties=species:S:1:pos:R:3
C -0.15515 -0.80468 0.90624
C -0.38832 0.92842 -1.75539
C 1.13253 -1.51475 0.71409
C -0.82968 1.84994 -0.93029
O 0.05711 2.29341 -0.04502
Br -1.05479 -0.99178 2.41233
Br -1.32190 -0.27816 -2.80502
H 0.90399 -2.53632 0.66400
H 1.82800 -1.19865 1.53306
H 1.58660 -1.16113 -0.22002
H -0.94494 -0.75100 0.06027
H -1.63537 2.47538 -0.84612
H 0.82190 1.68933 0.31187
```

- charge = 0
- max |F| (eV/Å) = 4.47
- 2S+1 = 3
- orbital gap (alpha / beta) (eV) = 8.7556 / 7.4551
- expectation value of S² = 2.014
- energy relative to the best compared isomer or geometry (same formula, charge and spin) (kJ/mol) = 143.40

Record 17
Molecular formula: C4H6Br2S
Method: DFT, ωB97M-V/def2-TZVPD

```
13
Properties=species:S:1:pos:R:3
C -0.58923 1.80548 -1.10111
C 0.25007 -1.55834 -0.50170
C 0.41604 0.60513 0.72420
C -0.06581 -0.77006 0.75146
S 0.03509 3.27189 -0.97712
Br 2.32465 0.76388 0.60696
Br -2.07284 -0.56354 1.02724
H -1.48582 1.59458 -1.67384
H 1.22993 -1.79240 -0.32180
H -0.10434 -1.03845 -1.38710
H -0.32724 -2.36866 -0.33692
H 0.04702 1.23776 1.53365
H 0.34248 -1.18726 1.65609
```

- charge = 0
- max |F| (eV/Å) = 3.67
- orbital gap (alpha / beta) (eV) = 7.4842 / 7.5134
- energy relative to the best compared isomer or geometry (same formula, charge and spin) (kJ/mol) = 428.86